1.
Here is a cluster of 2 separate species, C2H6OS2 in total in a non-equilibrium geometry from the OMol25 dataset. Energies are from ωB97M-V/def2-TZVPD.

Bonds (Å) are listed after each position.
Element x y z (Å)
1 S -2.139 -0.383 0.982  S2 2.049, H3 1.347
2 S -2.467 0.173 -0.962  S1 2.049, H4 1.404
3 H -3.429 -0.696 1.209  S1 1.347
4 H -1.226 0.725 -1.314  S2 1.404
5 O 2.045 0.191 -0.225  C6 1.229
6 C 3.160 0.652 0.010  O5 1.229, C7 1.539, H8 1.154
7 C 4.345 -0.327 0.085  C6 1.539, H9 1.109, H10 1.071, H11 1.051
8 H 3.355 1.608 0.626  C6 1.154
9 H 4.002 -0.800 1.028  C7 1.109
10 H 5.277 0.182 -0.054  C7 1.071
11 H 4.324 -1.136 -0.586  C7 1.051

For the HOMO-LUMO gap (alpha / beta), the calculation gives 7.101 / 3.977 eV. As for the molar mass: 110.2 g mol⁻¹. The calculation puts the HOMO energy (alpha / beta) at -12.645 / -12.645 eV. As for the LUMO energy (alpha / beta): -0.204 / -0.319 hartree. The energy above the lowest of the compared OMol25 structures with the same formula, charge and spin comes out at 0.703 eV. As for the net charge: +1. The multiplicity is 2.

2.
Here is a cluster of 2 separate species, C6H11NO3S in total in a non-equilibrium geometry from the OMol25 dataset. Energies are from ωB97M-V/def2-TZVPD.

Bonds (Å) are listed after each position.
Element x y z (Å)
1 C 0.650 -3.206 -0.956  C2 1.382, H12 1.090, H13 1.040
2 C -0.285 -2.478 -0.243  C1 1.382, C3 1.526, H14 1.058
3 C -0.975 -1.364 -1.024  C2 1.526, C5 1.650, O10 1.192
4 C 1.037 2.102 1.673  C6 1.492, H15 1.106, H16 1.130, H17 1.090
5 C -1.745 -0.313 -0.011  C3 1.650, N7 1.470, H18 1.182, H19 1.053
6 C 1.414 1.928 0.240  C4 1.492, S11 1.893, H20 1.124, H21 1.111
7 N -2.186 0.961 -0.596  C5 1.470, O8 1.186, O9 1.231
8 O -3.346 1.078 -0.813  N7 1.186
9 O -1.409 1.913 -0.682  N7 1.231
10 O -0.909 -1.195 -2.203  C3 1.192
11 S 1.828 0.214 -0.448  C6 1.893, H22 1.399
12 H 1.200 -4.051 -0.545  C1 1.090
13 H 0.714 -2.982 -1.970  C1 1.040
14 H -0.836 -2.814 0.595  C2 1.058
15 H -0.058 2.191 1.547  C4 1.106
16 H 1.228 1.196 2.322  C4 1.130
17 H 1.429 2.950 2.233  C4 1.090
18 H -2.739 -0.780 0.424  C5 1.182
19 H -1.050 -0.100 0.750  C5 1.053
20 H 2.347 2.546 0.132  C6 1.124
21 H 0.543 1.995 -0.446  C6 1.111
22 H 3.146 0.210 0.022  S11 1.399

For the HOMO-LUMO gap, the calculation gives 8.694 eV. As for the molar mass: 177.2 g mol⁻¹. As for the structure (SMILES): C=CC(=O)C[N+](=O)[O-].CCS. The calculation puts the HOMO energy at -8.986 eV. As for the LUMO energy: -0.011 hartree. The energy above the lowest of the compared OMol25 structures with the same formula, charge and spin comes out at 5.970 eV.

3.
Here is a cluster of 3 separate species, C20H39BrIN3O7 in total from the OMol25 dataset. Energies are from ωB97M-V/def2-TZVPD.

Bonds (Å) are listed after each position.
Element x y z (Å)
1 C 6.159 -7.326 -4.192  C2 1.200, H15 1.062
2 C 5.509 -6.319 -4.149  C1 1.200, C3 1.465
3 C 4.715 -5.089 -4.096  C2 1.465, C4 1.537, H16 1.088, H17 1.088
4 C 4.391 -4.618 -5.522  C3 1.537, C5 1.514, H18 1.088, H19 1.091
5 C 3.275 -3.600 -5.629  C4 1.514, O6 1.437, H20 1.087, H21 1.087
6 O 1.995 -4.149 -5.275  C5 1.437, C7 1.332
7 C 1.639 -4.060 -3.994  O6 1.332, O8 1.198, N9 1.414
8 O 2.160 -3.375 -3.160  C7 1.198
9 N 0.503 -4.878 -3.792  C7 1.414, Br10 1.869, C11 1.469
10 Br 0.033 -4.921 -1.983  N9 1.869
11 C 0.607 -6.230 -4.357  N9 1.469, C12 1.519, H22 1.084, H23 1.092
12 C -0.028 -6.310 -5.734  C11 1.519, O13 1.173, I14 2.165
13 O -0.326 -5.415 -6.430  C12 1.173
14 I -0.329 -8.362 -6.356  C12 2.165
15 H 6.702 -8.192 -4.483  C1 1.062
16 H 3.820 -5.309 -3.518  C3 1.088
17 H 5.298 -4.339 -3.563  C3 1.088
18 H 4.188 -5.481 -6.153  C4 1.088
19 H 5.279 -4.125 -5.920  C4 1.091
20 H 3.489 -2.698 -5.062  C5 1.087
21 H 3.174 -3.314 -6.673  C5 1.087
22 H 0.088 -6.937 -3.721  C11 1.084
23 H 1.644 -6.554 -4.468  C11 1.092
24 C 0.243 -2.003 -0.155  O25 1.414, H33 1.090, H34 1.096, H35 1.094
25 O 0.311 -0.887 0.710  C24 1.414, C26 1.422
26 C 0.400 0.367 0.045  O25 1.422, C27 1.512, H36 1.094, H37 1.094
27 C -0.860 1.181 0.237  C26 1.512, N28 1.460, H38 1.095, H39 1.095
28 N -1.984 0.592 -0.484  C27 1.460, C29 1.458, H40 1.012
29 C -3.275 1.187 -0.159  N28 1.458, C30 1.526, H41 1.093, H42 1.095
30 C -3.769 1.051 1.278  C29 1.526, O31 1.415, H43 1.094, H44 1.094
31 O -4.081 -0.273 1.666  C30 1.415, C32 1.416
32 C -2.990 -1.035 2.153  O31 1.416, H45 1.094, H46 1.094, H47 1.090
33 H 0.331 -2.895 0.464  C24 1.090
34 H -0.709 -2.046 -0.697  C24 1.096
35 H 1.061 -2.001 -0.881  C24 1.094
36 H 0.617 0.226 -1.018  C26 1.094
37 H 1.238 0.911 0.491  C26 1.094
38 H -0.687 2.193 -0.144  C27 1.095
39 H -1.051 1.259 1.312  C27 1.095
40 H -2.025 -0.397 -0.275  N28 1.012
41 H -4.022 0.726 -0.810  C29 1.093
42 H -3.243 2.251 -0.416  C29 1.095
43 H -4.705 1.612 1.357  C30 1.094
44 H -3.067 1.498 1.990  C30 1.094
45 H -2.252 -0.406 2.658  C32 1.094
46 H -2.495 -1.597 1.356  C32 1.094
47 H -3.387 -1.755 2.869  C32 1.090
48 C 0.903 7.101 3.107  O49 1.413, H57 1.088, H58 1.096, H59 1.094
49 O 0.464 6.691 4.386  C48 1.413, C50 1.422
50 C -0.845 7.129 4.730  O49 1.422, C51 1.512, H60 1.094, H61 1.094
51 C -1.808 5.965 4.803  C50 1.512, N52 1.456, H62 1.094, H63 1.099
52 N -2.058 5.404 3.483  C51 1.456, C53 1.458, H64 1.012
53 C -2.818 4.159 3.483  N52 1.458, C54 1.525, H65 1.093, H66 1.095
54 C -2.197 2.938 4.152  C53 1.525, O55 1.416, H67 1.093, H68 1.096
55 O -1.053 2.435 3.486  C54 1.416, C56 1.416
56 C 0.177 3.049 3.825  O55 1.416, H69 1.093, H70 1.094, H71 1.090
57 H 1.955 6.834 3.026  C48 1.088
58 H 0.353 6.603 2.301  C48 1.096
59 H 0.806 8.184 2.982  C48 1.094
60 H -1.200 7.882 4.021  C50 1.094
61 H -0.785 7.595 5.717  C50 1.094
62 H -2.755 6.317 5.222  C51 1.094
63 H -1.384 5.230 5.502  C51 1.099
64 H -1.172 5.247 3.020  N52 1.012
65 H -3.010 3.899 2.438  C53 1.093
66 H -3.792 4.348 3.945  C53 1.095
67 H -2.940 2.137 4.115  C54 1.093
68 H -1.981 3.109 5.214  C54 1.096
69 H 0.184 3.394 4.862  C56 1.093
70 H 0.410 3.890 3.165  C56 1.094
71 H 0.960 2.302 3.700  C56 1.090

For the HOMO-LUMO gap, the calculation gives 8.261 eV. As for the molar mass: 640.4 g mol⁻¹. As for the structure (SMILES): C#CCCCOC(=O)N(Br)CC(=O)I.COCCNCCOC.COCCNCCOC. The calculation puts the HOMO energy at -8.389 eV. As for the LUMO energy: -0.005 hartree.